DFT (the ωB97M-V functional and the def2-TZVPD basis) results for a 2-piece molecular cluster, C4H7BrF2 overall in a non-equilibrium geometry.

```
14
Properties=species:S:1:pos:R:3:mulliken_charge:R:1
C 1.116 0.774 0.319 -1.0270
C 1.129 -0.280 -1.994 -0.7918
C -2.711 -1.660 -0.268 0.4326
C 1.051 -0.332 -0.667 0.5419
F -3.812 -2.412 0.066 -0.2552
F -2.860 -0.499 0.363 -0.2347
Br 1.080 -2.058 0.265 -0.1965
H 1.206 1.718 -0.184 0.3460
H 2.028 0.726 0.995 0.3011
H 0.261 0.861 1.150 0.2551
H -1.824 -2.156 0.173 -0.0632
H 1.234 0.705 -2.408 0.2245
H 1.054 -1.010 -2.725 0.3458
H -2.721 -1.436 -1.382 0.1213
```

Kohn-Sham gap = 10.465 eV
Net charge = 0
ΔE to the lowest compared entry with this formula, charge and spin = 86.3 kJ/mol
DFT total energy = -79737.719 eV
HOMO level = -9.78 eV